Density functional theory data (ωB97M-V with the def2-TZVPD basis set) for a molecular structure, ClCuF4N2O8S4 at a distorted geometry.

Positions of all 20 atoms, in Å:
Cu 1.277 0.008 -0.118
Cl 3.877 0.016 -0.697
N -0.246 0.148 -1.919
S -0.018 0.277 -3.615
O -0.322 1.576 -4.219
O -0.335 -0.843 -4.518
F 1.604 0.255 -3.504
S -1.751 0.479 -2.184
O -2.614 -0.579 -2.688
O -2.199 1.859 -2.399
F -2.201 0.424 -0.653
N 0.722 -0.030 2.006
S -0.705 -0.904 2.571
O -1.940 -0.200 2.471
O -0.627 -1.867 3.669
F -0.750 -1.866 1.302
S 1.274 0.116 3.384
O 2.154 -0.983 3.907
O 0.443 0.911 4.250
F 2.357 1.205 2.955

Atoms 1-3, force components in eV/Å:
Cu 1.07 0.03 -0.10
Cl -1.36 -0.01 0.27
N 0.60 0.17 -3.89

Energy above the lowest of the compared OMol25 structures with the same formula, charge and spin: 76.6 kcal/mol
Energy: -130732.744 eV
Highest occupied orbital energy: -3.34 eV
LUMO level: 4.7 eV
Orbital gap: 8.040 eV
Net charge: -2